Entry 1:
# C5H12AlClO3P

A molecular structure, C5H12AlClO3P (wB97M-V/def2-TZVPD, OMol25).

```
23
Properties=species:S:1:pos:R:3:mulliken_charge:R:1
Cl 0.9525 -4.2293 1.0420 -0.370
P 1.8266 -3.1746 -0.6130 0.091
Al 0.0259 -1.5990 -0.8447 0.238
O 2.7840 -2.0752 0.1859 -0.512
O 0.4848 -0.3541 -2.0210 -0.455
O 0.2993 -0.4973 0.5309 -0.658
C -0.3932 2.6969 1.7643 -1.305
C 0.5740 1.8894 0.9072 -0.621
C -0.1017 0.7762 0.0874 0.520
C 0.1722 0.8924 -1.4626 -0.430
C -1.8214 -2.2754 -1.0868 -1.070
H -2.2571 -1.7953 -1.9708 0.283
H -0.7257 1.3219 -1.9378 0.194
H 2.2509 -1.3443 0.5344 0.425
H 1.1293 2.5609 0.2448 0.306
H 0.9958 1.5974 -1.6511 0.320
H 1.3066 1.3918 1.5475 0.263
H -2.4476 -2.0100 -0.2274 0.286
H 0.1214 3.4560 2.3597 0.405
H -0.9359 2.0443 2.4534 0.308
H -1.1387 3.2088 1.1484 0.330
H -1.1919 0.8760 0.2329 0.167
H -1.9100 -3.3572 -1.2235 0.287
```

## Properties
Energy above the lowest of the compared OMol25 structures with the same formula, charge and spin = 0.0 kJ/mol
Total charge = -1
Orbital gap = 7.53 eV

---

Entry 2:
# C4H3NS

2 unconnected molecules or ions with the total composition C4H3NS (wB97M-V/def2-TZVPD, OMol25).

```
9
Properties=species:S:1:pos:R:3:mulliken_charge:R:1
S -2.0313 1.7043 0.1958 -0.104
N 1.3204 1.1243 0.9803 -0.364
C -1.7926 0.1734 0.7746 -0.152
C -1.7699 -1.0208 1.0592 -0.080
C 1.4031 -0.0700 -1.1872 -0.645
C 1.4981 0.6603 -0.0758 0.536
H 0.3697 -0.5813 -1.3136 0.224
H -1.1781 -1.7558 1.5737 0.316
H 2.1806 -0.2345 -2.0070 0.269
```

## Properties
Energy above the lowest of the compared OMol25 structures with the same formula, charge and spin = 375.3 kJ/mol
Orbital gap (alpha / beta) = 6.39 / 7.90 eV

---

Please write out number 2 again, unchanged.
# C4H3NS

2 unconnected molecules or ions with the total composition C4H3NS (wB97M-V/def2-TZVPD, OMol25).

```
9
Properties=species:S:1:pos:R:3:mulliken_charge:R:1
S -2.0313 1.7043 0.1958 -0.104
N 1.3204 1.1243 0.9803 -0.364
C -1.7926 0.1734 0.7746 -0.152
C -1.7699 -1.0208 1.0592 -0.080
C 1.4031 -0.0700 -1.1872 -0.645
C 1.4981 0.6603 -0.0758 0.536
H 0.3697 -0.5813 -1.3136 0.224
H -1.1781 -1.7558 1.5737 0.316
H 2.1806 -0.2345 -2.0070 0.269
```

## Properties
Energy above the lowest of the compared OMol25 structures with the same formula, charge and spin = 375.3 kJ/mol
Orbital gap (alpha / beta) = 6.39 / 7.90 eV